Entry 1:
Density functional theory data (ωB97M-V with the def2-TZVPD basis set) for a structure of composition C21H24N3O6PdS at a distorted geometry.

Geometry as XYZ:
```
56
Properties=species:S:1:pos:R:3:forces:R:3:lowdin_charge:R:1
H 0.587 2.011 -3.976 -0.6 -1.0 0.2 0.127
N 5.127 -0.779 2.310 1.4 0.0 -0.1 0.156
C -5.144 -1.338 -0.309 0.6 0.5 0.3 -0.020
O -1.500 0.943 -0.832 -1.7 -1.6 -1.2 -0.239
H -1.669 2.385 -3.796 -0.1 -0.1 0.0 0.117
H -4.335 -0.852 -2.706 0.0 0.0 0.3 0.076
H -3.567 0.675 -2.299 0.2 -0.2 0.1 0.079
C 5.329 -0.077 1.179 0.1 -0.5 0.7 -0.224
S 5.952 -2.193 4.523 -0.4 -0.2 0.5 0.423
H -2.295 1.229 -5.943 0.1 0.0 0.0 0.079
C -4.889 -0.935 2.052 0.5 0.3 -0.6 -0.017
C -4.012 -0.552 -0.589 -0.9 -0.8 0.1 -0.198
N 7.522 -1.007 2.600 -1.2 0.3 -0.4 0.120
C -1.273 1.396 -4.045 -0.8 0.0 -1.1 -0.317
H -1.992 0.142 3.020 0.0 0.2 0.0 0.082
H 5.017 1.547 -1.102 0.0 -0.1 0.1 0.103
O 6.504 -3.512 4.196 -0.2 0.9 0.0 -0.383
Pd 0.000 1.787 -1.673 2.0 -7.6 3.6 1.019
H -3.490 0.123 3.945 0.0 0.0 -0.3 0.073
O 4.497 -2.181 4.706 1.0 0.1 -0.3 -0.393
H -0.656 1.913 -6.049 -0.1 0.0 0.0 0.075
H -1.886 0.642 -3.542 0.4 0.2 0.0 0.080
H 2.734 -0.638 1.856 0.2 0.2 -0.2 0.125
C -2.094 0.879 0.238 -2.3 -0.8 3.2 -0.224
H -7.032 -2.433 2.330 0.1 0.0 -0.2 0.071
C 6.234 -1.208 2.962 -0.4 -0.1 0.2 -0.304
H 2.880 2.191 -2.123 0.1 0.0 0.1 0.106
H -7.672 -1.954 0.752 0.0 -0.2 0.0 0.077
H -5.234 -1.087 3.073 0.1 0.0 -0.1 0.108
C 4.100 1.187 -0.653 -0.4 -0.1 0.2 -0.001
N 1.684 1.192 -0.781 2.9 -1.1 1.4 -0.107
C 2.829 -0.010 0.971 0.1 0.0 0.0 0.025
O -0.139 3.374 -1.543 -1.1 11.2 0.2 -0.562
O 0.052 1.294 -3.545 1.1 -0.1 -5.9 -0.237
H -2.642 -0.863 -2.216 0.0 0.3 0.0 0.082
H 6.821 0.732 -0.182 -0.1 0.0 -0.1 0.093
H -6.634 -3.398 0.901 -0.2 0.1 0.0 0.078
C 6.615 0.180 0.723 -0.2 0.1 -0.2 -0.017
H -5.691 -1.805 -1.127 0.1 0.1 0.1 0.111
H 0.699 0.122 0.686 0.1 0.0 0.0 0.107
C 1.680 0.413 0.320 0.2 0.1 0.0 -0.088
H -0.861 0.186 -5.785 -0.1 0.1 0.1 0.080
H 8.699 -0.139 1.167 0.0 0.1 -0.1 0.105
C -1.279 1.169 -5.543 0.0 -0.1 -0.2 -0.076
C 7.670 -0.307 1.472 0.2 -0.4 0.6 -0.128
C 2.896 1.561 -1.239 0.1 -0.1 0.1 -0.113
H -3.109 1.544 2.969 0.2 -0.1 0.1 0.084
C -3.609 -0.385 -2.031 -0.2 0.0 -0.1 -0.066
C -3.747 -0.150 1.813 -0.9 -0.6 0.2 -0.220
C -6.801 -2.378 1.261 -0.1 0.0 0.1 -0.070
C -5.589 -1.533 1.002 0.2 0.1 0.0 -0.289
H -1.720 1.465 1.091 0.0 -0.1 -0.1 0.108
C -3.307 0.042 0.482 1.1 0.9 -0.2 -0.108
C 4.093 0.373 0.489 -0.6 0.2 -0.3 -0.122
O 6.689 -1.440 5.542 -0.3 -0.4 -0.8 -0.383
C -3.042 0.451 3.000 0.0 0.0 0.0 -0.065
```
Forces are in eV/Å.

Properties
- total charge = -1
- lowest unoccupied orbital energy (spin up / spin down) (eV) = 1.36 / 1.46
- orbital gap (spin up / spin down) (eV) = 4.50 / 6.30
- HOMO (spin up / spin down) (eV) = -3.1367 / -4.8373
- maximum force (eV/A) = 11.30
- spin multiplicity = 3
- energy relative to the best compared isomer or geometry (same formula, charge and spin) (kJ/mol) = 413.3

Entry 2:
Density functional theory data (ωB97M-V with the def2-TZVPD basis set) for an isolated molecule of C21H24N4O4S at a distorted geometry.

Geometry as XYZ:
```
54
Properties=species:S:1:pos:R:3:forces:R:3:lowdin_charge:R:1
H 1.882 -1.366 -1.907 0.0 0.1 -0.3 0.115
N 0.661 1.498 -0.771 0.2 -0.2 0.0 0.084
H 4.629 -1.643 -2.185 0.0 -0.1 0.1 0.132
H 6.845 1.981 -0.392 0.0 -0.2 -0.1 0.091
C 3.407 -1.955 -0.469 -0.3 0.3 -0.8 -0.261
S 6.243 0.891 1.689 0.5 0.1 0.0 1.008
H -4.480 -2.479 0.494 0.1 -0.1 -0.1 0.075
C 4.736 -1.993 -1.156 -0.1 -0.1 0.2 -0.078
C -6.416 0.262 1.281 0.2 -0.1 -0.1 -0.067
N 3.554 0.684 2.060 1.5 -0.3 0.5 0.065
C 2.096 -2.153 1.248 -0.9 0.2 -0.2 -0.119
C -6.117 -0.794 -0.946 0.1 0.0 0.2 -0.043
H 1.889 -2.342 2.282 0.1 0.0 0.2 0.127
O 3.370 -2.263 0.847 0.6 -0.2 0.0 0.044
O -0.366 3.500 -0.582 -0.1 0.2 0.1 0.075
C -0.433 2.288 -0.556 0.3 -0.1 -0.2 -0.436
H -5.988 0.465 2.260 0.0 0.1 0.1 0.086
H 1.843 3.168 -0.792 0.1 -0.2 -0.1 0.137
C 2.154 -1.645 -0.909 0.6 -0.2 0.1 -0.030
H -6.321 0.143 -1.461 0.0 0.1 -0.1 0.091
H 5.915 -1.349 0.464 0.0 0.2 -0.1 0.116
O 4.169 1.698 0.208 -0.1 0.1 0.0 0.079
N 5.685 -1.120 -0.493 0.0 -0.5 0.2 0.063
H 2.478 1.828 -1.781 0.0 0.1 0.1 0.140
C 6.007 0.093 -0.982 0.4 0.1 0.2 -0.579
H -4.611 -1.661 2.049 0.1 0.0 0.1 0.091
O 5.693 0.487 -2.081 -0.1 0.1 -0.3 0.073
H -4.629 2.004 1.273 -0.1 0.0 0.1 0.103
C -3.890 1.499 0.672 0.0 -0.1 0.0 -0.008
C 2.821 1.605 0.283 -0.3 -0.4 0.6 -0.303
H 0.618 0.525 -0.509 -0.1 0.1 0.1 0.088
H -6.698 1.202 0.813 0.0 0.1 0.0 0.086
H 0.236 -1.637 0.247 -0.3 0.0 0.1 0.096
N 2.443 1.016 1.369 -1.1 0.7 -0.9 0.109
H -7.321 -0.325 1.426 -0.1 -0.1 0.0 0.084
C 4.557 1.092 1.355 -0.4 -0.1 0.2 -0.684
H -1.211 -0.195 -1.502 0.1 0.0 -0.1 0.109
H -3.304 -1.331 -1.056 0.0 -0.1 0.0 0.109
C -1.699 1.544 -0.333 -0.4 0.0 0.1 -0.135
H 5.137 -3.012 -1.153 -0.1 0.1 -0.1 0.133
C -3.143 -0.355 -0.622 0.0 0.0 0.0 -0.027
H 7.875 0.584 0.001 0.0 0.0 0.0 0.089
C 1.297 -1.782 0.213 0.2 -0.3 0.5 -0.080
H -6.039 -2.392 1.310 -0.1 -0.1 0.0 0.084
C 6.849 0.950 -0.037 -0.3 0.2 0.2 -0.335
C 1.974 2.078 -0.838 0.1 0.4 -0.4 -0.077
C -5.119 -1.848 1.105 0.0 0.2 -0.1 -0.044
H -7.060 -1.314 -0.790 -0.1 -0.1 0.0 0.084
C -5.437 -0.520 0.403 -0.2 -0.1 0.0 -0.561
C -2.694 2.148 0.426 0.3 0.0 -0.1 0.002
C -4.139 0.232 0.158 0.0 0.0 0.0 -0.172
H -5.493 -1.407 -1.590 0.1 -0.1 -0.1 0.075
C -1.943 0.282 -0.865 0.1 0.1 0.1 -0.027
H -2.512 3.135 0.823 0.0 0.1 0.0 0.121
```
Forces are in eV/Å.

Properties
- total charge = 0
- lowest unoccupied orbital energy (eV) = 0.47
- orbital gap (eV) = 9.38
- HOMO (eV) = -8.9127
- maximum force (eV/A) = 1.61
- energy relative to the best compared isomer or geometry (same formula, charge and spin) (kJ/mol) = 165.7
- SMILES string = CC(C)(C)c1ccc(C(=O)NCc2nnc(SCC(=O)NCc3ccco3)o2)cc1